Entry from the OMol25 dataset: a molecular structure, C9H11N5O5Sc in a non-equilibrium geometry (the ωB97M-V functional and the def2-TZVPD basis).

Geometry (Å):
Sc (-0.36808, -0.72959, -1.00418)
C (1.29196, 0.44627, 3.42962)
N (0.92449, 1.54862, 2.53654)
C (1.08782, 2.92861, 3.00262)
C (0.46008, 1.25113, 1.31876)
N (0.30788, 0.02936, 0.87743)
N (0.14034, 2.34878, 0.52695)
C (-0.34440, 2.41535, -0.76687)
N (-0.54078, 3.66902, -1.20233)
N (-0.58558, 1.36408, -1.49211)
H (1.64971, 0.86352, 4.36349)
H (2.09464, -0.15619, 3.00050)
H (0.42977, -0.18524, 3.65116)
H (1.48152, 2.90296, 4.01160)
H (0.13260, 3.45742, 3.04294)
H (1.80644, 3.47913, 2.39078)
H (0.58242, -0.64842, 1.57766)
H (0.28615, 3.24075, 0.96481)
H (-0.35647, 4.48110, -0.64023)
H (-0.89375, 3.83084, -2.13002)
H (-0.93326, 1.62798, -2.40788)
O (-1.24331, -6.03883, -3.63635)
C (-1.06561, -4.99049, -3.10448)
C (0.24077, -4.16108, -3.11426)
O (1.27061, -4.43874, -3.65726)
C (-0.08558, -2.96927, -2.30921)
C (-1.35921, -2.98920, -1.84705)
O (-1.80364, -1.95531, -1.09467)
C (-2.09421, -4.19745, -2.26437)
O (-3.22402, -4.50852, -2.01960)
O (0.71072, -1.91659, -2.00400)

As for the net charge: +1. The value obtained for the HOMO-LUMO gap is 0.275 Ha. The calculation puts the HOMO energy at -11.0 eV.